{
  "formula": "C54H55As2N11ORbSSbSe4",
  "method": "the ωB97M-V functional and the def2-TZVPD basis",
  "e_lumo_ha": 0.092,
  "gap_ev": 3.032,
  "e_homo_ev": -0.53,
  "charge": -2,
  "e_above_lowest_ev": 1.8482,
  "max_force_ev_per_a": 1.1,
  "species": ["Rb", "C", "N", "C", "N", "C", "N", "C", "C", "C", "C", "C", "C", "C", "N", "N", "C", "O", "C", "C", "C", "C", "C", "C", "N", "C", "N", "C", "N", "C", "H", "H", "H", "H", "H", "H", "H", "H", "H", "H", "H", "H", "H", "H", "H", "H", "C", "C", "As", "C", "C", "C", "C", "C", "C", "C", "C", "C", "C", "C", "C", "As", "C", "C", "C", "C", "C", "C", "C", "C", "C", "C", "C", "C", "H", "H", "H", "H", "H", "H", "H", "H", "H", "H", "H", "H", "H", "H", "H", "H", "H", "H", "H", "H", "H", "H", "H", "H", "C", "C", "C", "C", "C", "N", "H", "H", "H", "H", "H", "H", "H", "H", "H", "S", "C", "N", "C", "C", "N", "H", "H", "H", "H", "H", "H", "Se", "Sb", "Se", "Se", "Se"],
  "coordinates": [[0.301, -2.330, 0.715], [-6.085, -2.439, 0.999], [-4.696, -2.663, 1.329], [-3.602, -2.116, 0.777], [-2.521, -2.631, 1.310], [-3.007, -3.532, 2.206], [-4.322, -3.576, 2.247], [-6.486, -3.134, -0.284], [-7.300, -4.258, -0.240], [-7.705, -4.872, -1.417], [-7.302, -4.376, -2.639], [-6.459, -3.264, -2.697], [-6.058, -2.647, -1.512], [-6.039, -2.762, -3.990], [-6.689, -2.877, -5.106], [-5.967, -2.241, -6.062], [-4.892, -1.783, -5.494], [-4.880, -2.068, -4.164], [-3.808, -1.104, -6.170], [-4.008, -0.679, -7.486], [-2.979, -0.082, -8.182], [-1.740, 0.099, -7.587], [-1.525, -0.325, -6.279], [-0.143, -0.108, -5.697], [0.105, -0.794, -4.461], [0.135, -0.299, -3.213], [0.395, -1.256, -2.354], [0.516, -2.362, -3.140], [0.353, -2.119, -4.423], [-2.556, -0.917, -5.571], [-6.250, -1.363, 0.905], [-6.672, -2.819, 1.832], [-3.634, -1.344, 0.027], [-2.371, -4.146, 2.830], [-7.630, -4.650, 0.713], [-8.343, -5.745, -1.372], [-7.610, -4.844, -3.563], [-5.423, -1.771, -1.563], [-4.973, -0.841, -7.944], [-3.131, 0.238, -9.205], [-0.936, 0.563, -8.145], [0.012, 0.960, -5.523], [0.601, -0.451, -6.419], [-0.018, 0.746, -2.991], [0.741, -3.347, -2.756], [-2.398, -1.271, -4.560], [2.760, 2.077, 0.316], [1.443, 1.673, -0.374], [-0.068, 2.765, 0.258], [0.468, 4.504, -0.501], [-0.082, 5.641, 0.088], [0.275, 6.911, -0.335], [1.186, 7.070, -1.369], [1.728, 5.949, -1.979], [1.375, 4.680, -1.542], [-1.314, 2.189, -1.155], [-1.479, 2.828, -2.380], [-2.356, 2.322, -3.331], [-3.076, 1.166, -3.067], [-2.907, 0.514, -1.854], [-2.039, 1.025, -0.900], [2.630, 2.009, 2.297], [4.524, 1.820, 2.766], [5.592, 1.868, 1.879], [6.886, 1.612, 2.311], [7.129, 1.297, 3.638], [6.071, 1.245, 4.537], [4.785, 1.510, 4.099], [2.572, 3.985, 2.561], [1.412, 4.536, 3.102], [1.300, 5.903, 3.315], [2.356, 6.742, 2.991], [3.523, 6.207, 2.464], [3.627, 4.840, 2.252], [3.044, 3.086, 0.007], [3.545, 1.378, 0.023], [1.163, 0.622, -0.156], [1.531, 1.747, -1.463], [-0.788, 5.510, 0.901], [-0.152, 7.783, 0.145], [1.473, 8.061, -1.699], [2.428, 6.068, -2.797], [1.820, 3.818, -2.025], [-0.918, 3.729, -2.599], [-2.472, 2.821, -4.285], [-3.756, 0.764, -3.807], [-3.453, -0.405, -1.674], [-1.906, 0.514, 0.049], [5.423, 2.095, 0.833], [7.708, 1.649, 1.604], [8.137, 1.081, 3.970], [6.249, 0.978, 5.571], [3.948, 1.455, 4.789], [0.595, 3.870, 3.360], [0.392, 6.317, 3.739], [2.273, 7.809, 3.156], [4.356, 6.858, 2.226], [4.546, 4.428, 1.849], [-0.178, -0.435, 6.648], [-0.149, -1.552, 5.594], [-1.432, -2.396, 5.650], [1.081, -2.442, 5.806], [-0.103, -0.933, 4.271], [-0.108, -0.404, 3.250], [-0.268, -0.883, 7.638], [-1.019, 0.242, 6.488], [0.746, 0.143, 6.611], [-1.555, -2.814, 6.650], [-1.355, -3.216, 4.936], [-2.307, -1.790, 5.407], [1.046, -2.873, 6.809], [2.001, -1.867, 5.695], [1.092, -3.260, 5.082], [2.945, -1.361, 1.793], [4.439, -1.869, 1.283], [5.180, -2.809, 1.859], [6.402, -3.061, 1.112], [6.295, -2.108, -0.095], [5.139, -1.290, 0.255], [4.724, -3.622, 2.324], [6.458, -4.113, 0.829], [7.263, -2.818, 1.742], [6.140, -2.653, -1.031], [7.181, -1.477, -0.198], [4.603, -0.845, -0.470], [0.325, -5.175, 3.466], [1.827, -6.157, 1.720], [1.510, -5.106, -0.535], [1.343, -8.589, 1.582], [4.224, -5.793, 2.342]],
  "forces_ev_per_angstrom": [[-0.196, -0.443, 0.090], [0.029, -0.085, -0.223], [0.207, 0.213, -0.045], [0.001, -0.028, 0.209], [-0.033, 0.118, -0.131], [-0.119, 0.037, 0.071], [-0.198, -0.231, 0.145], [-0.127, 0.014, 0.224], [-0.025, 0.081, -0.161], [-0.095, -0.026, 0.126], [0.170, 0.086, -0.240], [0.063, -0.128, 0.716], [-0.055, -0.092, -0.296], [-0.083, 0.200, -0.859], [-0.361, -0.226, 0.812], [0.785, 0.341, -0.416], [-0.976, -0.509, 0.077], [0.078, 0.025, 0.010], [0.839, 0.443, -0.244], [-0.254, -0.166, 0.259], [0.179, 0.130, -0.128], [-0.199, -0.108, 0.126], [0.216, 0.133, -0.126], [-0.076, -0.078, -0.087], [0.038, 0.187, 0.355], [0.061, -0.048, -0.087], [-0.072, 0.029, 0.290], [0.037, 0.051, -0.101], [-0.070, -0.265, -0.284], [-0.354, -0.243, 0.013], [-0.006, -0.021, 0.054], [0.034, 0.062, 0.019], [-0.053, -0.026, 0.045], [0.123, -0.094, -0.093], [0.057, 0.003, 0.050], [0.011, -0.020, -0.033], [-0.011, -0.019, -0.009], [0.010, 0.015, 0.026], [-0.016, -0.001, -0.021], [-0.044, 0.005, 0.004], [0.049, -0.015, 0.004], [0.031, -0.040, 0.034], [-0.003, 0.072, 0.017], [-0.070, -0.001, 0.003], [0.017, -0.030, 0.107], [0.102, -0.005, 0.003], [-0.276, -0.196, -0.209], [0.147, -0.297, 0.290], [-0.013, 0.183, -0.311], [-0.097, 0.005, 0.072], [0.009, -0.194, 0.037], [-0.045, 0.147, -0.016], [-0.028, -0.046, -0.010], [-0.004, 0.080, -0.017], [0.079, -0.179, -0.077], [0.024, -0.082, 0.119], [0.030, 0.112, 0.001], [-0.038, -0.026, -0.050], [-0.021, -0.014, 0.030], [-0.065, 0.003, -0.086], [0.046, 0.023, 0.025], [0.071, 0.189, 0.042], [0.031, -0.212, -0.007], [-0.089, 0.047, -0.125], [0.070, 0.046, 0.026], [0.030, -0.013, 0.008], [0.036, 0.053, 0.012], [-0.213, 0.024, -0.042], [-0.090, -0.048, 0.026], [0.034, -0.190, 0.026], [-0.006, 0.057, 0.039], [-0.024, 0.060, 0.032], [0.018, -0.006, -0.018], [0.017, -0.021, -0.086], [0.092, -0.061, 0.044], [-0.012, -0.027, 0.047], [0.277, 0.483, 0.007], [-0.009, 0.042, 0.074], [0.025, 0.102, 0.033], [-0.012, -0.011, 0.027], [-0.013, 0.006, 0.012], [0.033, -0.050, 0.022], [-0.005, -0.001, 0.014], [-0.015, 0.006, 0.014], [-0.009, 0.043, 0.004], [-0.008, 0.051, 0.012], [0.070, 0.034, -0.026], [-0.042, -0.025, -0.007], [0.009, -0.030, -0.002], [-0.022, -0.017, -0.004], [-0.004, -0.016, 0.000], [-0.008, 0.011, 0.003], [0.086, -0.079, 0.043], [-0.036, 0.066, 0.005], [-0.010, -0.024, -0.011], [-0.001, 0.001, 0.001], [-0.001, -0.012, -0.023], [0.013, 0.028, 0.011], [-0.038, 0.045, -0.150], [-0.019, -0.241, 0.489], [0.032, -0.017, -0.071], [0.039, 0.006, -0.163], [0.120, 0.183, -0.313], [-0.087, 0.019, -0.127], [0.000, -0.027, 0.007], [-0.027, 0.017, 0.023], [-0.003, 0.030, 0.013], [0.044, -0.008, 0.024], [-0.009, -0.037, 0.016], [-0.041, 0.007, 0.031], [-0.040, 0.040, 0.048], [0.025, 0.023, 0.022], [0.069, -0.008, -0.020], [-0.120, 0.622, 0.306], [0.521, 0.010, 0.228], [0.031, 0.270, -0.377], [0.107, 0.015, 0.131], [0.100, 0.038, -0.060], [0.138, -0.080, -0.130], [-0.232, -0.185, 0.057], [-0.082, 0.005, 0.009], [0.049, -0.014, -0.102], [-0.054, 0.001, 0.049], [0.033, -0.088, -0.023], [-0.139, -0.047, 0.066], [-0.091, 0.329, -0.341], [0.061, -0.593, -0.031], [-0.021, 0.074, -0.066], [0.103, 0.441, -0.006], [-0.148, -0.149, 0.126]]
}